## a
C6H10 | ωB97M-V/def2-TZVPD

* gap between HOMO and LUMO: 8.86 eV

Positions of all 16 atoms, in Å:
C (-0.9608, -0.7426, 1.7377)
C (-0.6883, 0.0516, 0.4611)
C (0.7022, 0.7234, 0.3397)
C (0.8999, 0.8211, -1.1758)
C (0.1794, -0.4531, -1.6471)
C (-0.9747, -0.7522, -0.7734)
H (-0.8338, -0.1338, 2.6386)
H (-1.9755, -1.1504, 1.7183)
H (-0.2629, -1.5866, 1.8004)
H (-1.4645, 0.8381, 0.3588)
H (0.7703, 1.6850, 0.8598)
H (1.4654, 0.0593, 0.7713)
H (1.9490, 0.8713, -1.4857)
H (0.7730, -1.3335, -1.2994)
H (0.0349, -0.5997, -2.7210)
H (0.3864, 1.7023, -1.5833)

Löwdin population analysis, charges in e, atoms 1 to 4: number 1, C, carries -0.088; number 2, C, carries -0.441; number 3, C, carries -0.180; number 4, C, carries -0.200

## b
C6H10 | ωB97M-V/def2-TZVPD

* gap between HOMO and LUMO (alpha / beta): 7.70 / 7.70 eV

Positions of all 16 atoms, in Å:
C (-0.6369, 0.0789, -1.3875)
C (-0.8366, 0.0088, 0.1233)
C (-1.0345, -1.4451, 0.5904)
C (0.3373, 0.5008, 0.9321)
C (1.6005, 0.8011, 0.4599)
C (2.6649, 0.6807, -0.2943)
H (-1.4984, -0.3679, -1.8969)
H (0.2613, -0.4710, -1.6872)
H (-0.5330, 1.1113, -1.7380)
H (-1.7299, 0.5863, 0.4009)
H (-1.1755, -1.5009, 1.6754)
H (-1.9088, -1.8942, 0.1076)
H (-0.1510, -2.0394, 0.3325)
H (1.3141, 1.7809, 1.0408)
H (0.1637, 0.5900, 2.0050)
H (3.1629, 1.5796, -0.6640)

Löwdin population analysis, charges in e, atoms 1 to 4: number 1, C, carries -0.077; number 2, C, carries -0.416; number 3, C, carries -0.072; number 4, C, carries -0.087

## c
C6H10 | ωB97M-V/def2-TZVPD

* SMILES string: C[C@@]12CC[C@@H]1C2
* gap between HOMO and LUMO: 10.06 eV

Positions of all 16 atoms, in Å:
C (1.8757, -0.2324, 0.2675)
C (0.4334, 0.0356, -0.0722)
C (-0.0832, 1.4361, 0.0066)
C (-0.7326, 0.3812, 0.8420)
C (-1.7198, -0.3665, -0.0628)
C (-0.4881, -0.9079, -0.8376)
H (2.2466, 0.4187, 1.0720)
H (2.4801, -0.0110, -0.6197)
H (2.0744, -1.2712, 0.5576)
H (0.5456, 2.1638, 0.5109)
H (-0.6281, 1.8264, -0.8507)
H (-0.5066, 0.1401, 1.8652)
H (-2.3608, -1.1109, 0.4160)
H (-2.3673, 0.2909, -0.6595)
H (-0.4646, -0.8558, -1.9281)
H (-0.3049, -1.9372, -0.5072)

Löwdin population analysis, charges in e, atoms 1 to 4: number 1, C, carries -0.037; number 2, C, carries -0.455; number 3, C, carries -0.063; number 4, C, carries -0.194

## d
C6H10 | ωB97M-V/def2-TZVPD

* gap between HOMO and LUMO: 7.48 eV

Positions of all 16 atoms, in Å:
C (1.0406, 1.0397, -1.4844)
C (1.1328, -0.4773, -1.4251)
C (0.1864, -1.2468, -0.5619)
C (-0.6663, -0.8866, 0.4292)
C (-0.9004, 0.4700, 0.8472)
C (-1.4689, 0.5810, 2.2179)
H (0.0435, 1.3537, -1.7990)
H (1.7781, 1.4178, -2.2017)
H (1.2192, 1.4918, -0.5069)
H (2.1416, -0.7827, -1.1001)
H (1.0305, -0.9003, -2.4352)
H (0.2565, -2.3230, -0.7361)
H (-1.1323, -1.7457, 0.9332)
H (-2.1953, 1.3990, 2.3042)
H (-1.8657, -0.3222, 2.7164)
H (-0.6001, 0.9316, 2.8024)

Löwdin population analysis, charges in e, atoms 1 to 4: number 1, C, carries -0.132; number 2, C, carries -0.254; number 3, C, carries -0.076; number 4, C, carries -0.177

Stability check: which of them is least stable? b.

## a
H4N2O2P | ωB97M-V/def2-TZVPD

* charge: -1
* SMILES string: NP(N)(=O)[O-]
* gap between HOMO and LUMO: 8.66 eV

Positions of all 9 atoms, in Å:
N (0.7446, 0.3789, 1.1426)
N (0.3700, -0.3195, -1.4024)
O (-1.3183, 1.2625, -0.3481)
O (-1.1775, -1.2790, 0.7109)
P (-0.4930, 0.0706, 0.0021)
H (1.1590, 1.2314, 1.0720)
H (0.0904, 0.2932, 2.0073)
H (-0.3699, -0.6691, -1.9552)
H (0.9947, -0.9690, -1.2292)

Löwdin population analysis, charges in e, atoms 1 to 4: number 1, N, carries -0.122; number 2, N, carries -0.077; number 3, O, carries -0.436; number 4, O, carries -0.573

## b
H4N2O2P | ωB97M-V/def2-TZVPD

* charge: -1
* gap between HOMO and LUMO: 8.83 eV

Positions of all 9 atoms, in Å:
N (0.3243, -0.1741, -1.7253)
N (0.2471, 1.6761, 1.4703)
O (-0.0006, -2.2720, -0.1813)
O (-1.8666, -1.7385, -1.8133)
P (-0.5011, -1.4153, -1.2718)
H (1.2336, -0.1777, -1.3560)
H (-0.1727, 1.2668, 0.6926)
H (-0.3655, 1.6622, 2.3459)
H (1.1014, 1.1726, 1.8388)

Löwdin population analysis, charges in e, atoms 1 to 4: number 1, N, carries -0.245; number 2, N, carries -0.014; number 3, O, carries -0.434; number 4, O, carries -0.439

Stability check: which of them is least stable? b.